Entry from the Open Molecules 2025 dataset: a 4-piece molecular cluster, C46H35ClO7PS overall at a distorted geometry (the ωB97M-V functional and the def2-TZVPD basis).

Geometry as XYZ:
```
91
Properties=species:S:1:pos:R:3:lowdin_charge:R:1
C 4.360 -4.775 -4.380 -0.098
C 3.560 -5.666 -3.390 -0.286
C 4.289 -6.142 -2.111 -0.868
Cl 3.054 -6.295 -0.778 0.652
S 5.686 -5.124 -1.510 0.814
P 5.264 -3.038 -1.175 0.749
C 3.661 -2.987 -0.190 -0.272
O 4.925 -2.261 -2.627 -0.333
H 3.776 -3.880 -4.620 0.081
H 4.519 -5.292 -5.332 0.086
H 5.348 -4.446 -4.040 0.040
H 3.302 -6.580 -3.942 0.120
H 2.585 -5.250 -3.119 0.096
H 4.674 -7.155 -2.283 0.085
H 5.871 -5.578 -0.222 0.023
H 3.688 -3.802 0.537 0.024
H 2.849 -3.103 -0.919 0.029
H 3.631 -1.990 0.258 0.055
H 5.449 -1.457 -2.610 0.057
C 2.354 -0.183 -2.268 -0.072
C 2.607 1.166 -2.504 -0.052
C 1.646 2.117 -2.194 0.011
C 0.424 1.722 -1.655 -0.071
C 0.163 0.369 -1.440 -0.076
C 1.135 -0.579 -1.739 -0.009
C -1.151 -0.077 -0.909 -0.272
O -1.368 -1.259 -0.718 0.091
C -2.185 0.946 -0.627 -0.085
C -3.442 0.546 -0.182 0.004
C -4.412 1.496 0.098 -0.045
C -4.130 2.851 -0.056 -0.042
C -2.882 3.256 -0.504 0.010
C -1.909 2.305 -0.800 -0.081
C -0.590 2.750 -1.309 -0.270
O -0.343 3.931 -1.445 0.109
H 3.105 -0.930 -2.494 0.066
H 3.553 1.476 -2.929 0.107
H 1.844 3.165 -2.373 0.123
H 0.936 -1.628 -1.560 0.106
H -3.664 -0.505 -0.058 0.120
H -5.390 1.183 0.439 0.112
H -4.886 3.591 0.169 0.113
H -2.665 4.309 -0.628 0.123
C -1.403 -4.621 0.990 -0.044
C -0.124 -5.115 0.748 -0.069
C 0.310 -6.268 1.385 -0.028
C -0.528 -6.927 2.278 -0.081
C -1.800 -6.421 2.539 -0.075
C -2.240 -5.273 1.884 0.013
C -2.690 -7.087 3.525 -0.277
O -3.800 -6.648 3.749 0.115
C -2.190 -8.290 4.234 -0.083
C -2.987 -8.894 5.202 0.006
C -2.535 -10.027 5.863 -0.048
C -1.290 -10.567 5.554 -0.051
C -0.489 -9.966 4.594 0.002
C -0.932 -8.821 3.938 -0.086
C -0.053 -8.169 2.939 -0.278
O 1.038 -8.634 2.666 0.096
H -1.744 -3.726 0.485 0.098
H 0.533 -4.599 0.058 0.080
H 1.303 -6.654 1.192 0.060
H -3.231 -4.887 2.077 0.124
H -3.956 -8.479 5.442 0.123
H -3.154 -10.492 6.618 0.111
H -0.942 -11.454 6.066 0.110
H 0.480 -10.384 4.359 0.120
C 0.031 6.486 0.971 -0.061
C 0.840 6.612 -0.154 -0.068
C 0.759 7.748 -0.944 0.005
C -0.141 8.759 -0.619 -0.081
C -0.968 8.621 0.497 -0.083
C -0.871 7.486 1.297 -0.001
C -1.966 9.667 0.832 -0.280
O -2.684 9.549 1.806 0.105
C -2.075 10.855 -0.051 -0.084
C -3.043 11.819 0.216 0.001
C -3.145 12.940 -0.594 -0.054
C -2.277 13.107 -1.669 -0.054
C -1.315 12.147 -1.943 0.001
C -1.217 11.014 -1.140 -0.084
C -0.205 9.978 -1.463 -0.279
O 0.553 10.120 -2.403 0.105
H 0.102 5.602 1.593 0.107
H 1.534 5.824 -0.413 0.099
H 1.391 7.847 -1.816 0.120
H -1.503 7.385 2.169 0.119
H -3.716 11.694 1.052 0.121
H -3.901 13.686 -0.388 0.108
H -2.354 13.986 -2.296 0.108
H -0.643 12.276 -2.781 0.121
```

Its net charge is +1. Its multiplicity is 1. For the HOMO-LUMO gap, the calculation gives 6.8552 eV. As for the LUMO energy: -3.879 eV. The HOMO energy comes out at -10.73 eV.


Entry from the Open Molecules 2025 dataset: one molecule with the formula C6H10N2 at a distorted geometry (the ωB97M-V functional and the def2-TZVPD basis).

Geometry as XYZ:
```
18
Properties=species:S:1:pos:R:3:lowdin_charge:R:1
C 1.628 -0.944 -0.279 -0.077
N 1.515 0.662 -0.260 -0.098
C 0.364 1.217 0.369 -0.272
C -0.869 1.379 -0.612 -0.067
C -1.480 0.067 -0.014 -0.338
N -1.041 -1.204 -0.722 0.010
C 0.130 -1.355 0.158 -0.241
C -0.493 -0.096 0.871 -0.268
H 2.565 -1.119 0.398 0.106
H 2.001 -1.151 -1.473 0.147
H 2.461 1.274 -0.044 0.165
H 0.515 2.104 0.924 0.111
H -0.649 1.650 -1.767 0.154
H -1.541 2.181 -0.365 0.074
H -2.521 -0.328 0.348 0.173
H -1.783 -1.915 -0.446 0.114
H -0.153 -2.164 0.844 0.128
H -0.649 -0.255 2.070 0.179
```

Its net charge is 0. The SMILES is C1N[C@H]2C[C@H]3N[C@@H]1[C@@H]23. Its multiplicity is 1. For the HOMO-LUMO gap, the calculation gives 8.7661 eV. As for the LUMO energy: 0.829 eV. The HOMO energy comes out at -7.94 eV.


Entry from the Open Molecules 2025 dataset: C9H26FFeN2O2Si2Te as an isolated structure at a distorted geometry (the ωB97M-V functional and the def2-TZVPD basis).

Geometry as XYZ:
```
44
Properties=species:S:1:pos:R:3:lowdin_charge:R:1
Fe 0.000 0.000 0.000 0.692
N 1.958 0.000 -0.003 -0.121
N 2.279 0.000 1.346 0.009
C 1.274 0.000 2.272 -0.691
O 1.530 0.000 3.465 0.063
O -0.003 0.000 1.853 -0.219
H 2.343 -0.850 -0.482 0.146
H 2.343 0.850 -0.482 0.097
H 3.266 0.000 1.642 0.178
C 0.800 4.752 3.062 -0.186
Si -0.240 5.506 1.706 0.322
C 0.009 7.356 1.702 -0.191
C -2.044 5.139 2.027 -0.198
C 0.279 4.822 0.044 -0.561
Te 0.000 2.693 0.000 1.294
C -0.242 2.701 -2.133 -0.577
Si -2.053 2.698 -2.604 0.326
C -2.903 4.219 -1.936 -0.188
C -2.192 2.691 -4.466 -0.193
C -2.889 1.173 -1.923 -0.236
H 0.496 5.179 4.040 0.045
H 1.870 4.980 2.876 0.042
H 0.653 3.653 3.079 0.029
H -0.294 7.772 2.684 0.041
H -0.609 7.810 0.900 0.038
H 1.079 7.584 1.517 0.038
H -2.334 5.557 3.012 0.043
H -2.208 4.042 2.030 0.026
H -2.662 5.605 1.233 0.034
H 1.345 5.064 -0.142 0.025
H -0.364 5.298 -0.723 0.021
H 0.265 1.808 -2.552 0.007
H 0.259 3.594 -2.559 0.027
H -2.413 5.127 -2.342 0.040
H -2.836 4.224 -0.830 0.013
H -3.970 4.208 -2.238 0.046
H -1.701 3.597 -4.876 0.036
H -3.263 2.687 -4.756 0.041
H -1.695 1.785 -4.870 0.038
H -2.818 1.172 -0.816 -0.031
H -2.391 0.267 -2.326 0.034
H -3.957 1.173 -2.222 0.044
F 0.000 -1.869 0.000 -0.468
H -1.686 0.000 0.000 0.024
```

Its net charge is 0. Its multiplicity is 6. For the HOMO-LUMO gap (spin up / spin down), the calculation gives 8.0416 / 7.0980 eV. As for the LUMO energy (spin up / spin down): -0.287 / -1.421 eV. The HOMO energy (spin up / spin down) comes out at -8.33 / -8.52 eV.


Entry from the Open Molecules 2025 dataset: an isolated ion of composition CH4NO3S and charge -1 at a distorted geometry (the ωB97M-V functional and the def2-TZVPD basis).

Geometry as XYZ:
```
10
Properties=species:S:1:pos:R:3:lowdin_charge:R:1
C -0.891 -0.914 -0.098 -0.506
N 1.783 1.833 0.134 -0.397
O 1.723 -0.181 -1.232 -0.564
O -2.304 -0.827 -0.038 -0.077
O -0.436 0.257 0.408 -0.372
S 1.496 0.336 0.161 0.683
H -2.353 0.072 0.305 0.064
H -0.550 -1.868 0.364 0.110
H -0.541 -0.919 -1.109 0.072
H 2.073 2.209 1.106 -0.013
```

Its net charge is -1. Its multiplicity is 1. For the HOMO-LUMO gap, the calculation gives 8.0738 eV. As for the LUMO energy: 3.992 eV. The HOMO energy comes out at -4.08 eV.


E_tot per entry: -95243.169; -9358.091; -76982.016; -19569.297 eV